Computed, not measured: the molecule C3H4N2O, with ωB97M-V with the def2-TZVPD basis set.

Its molar mass is 84.08 g/mol. Its SMILES is Oc1c[nH]cn1. The frontier orbital gap is 9.30 eV. The calculation puts the HOMO energy at -8.376 eV. The total charge is 0. For the energy above the lowest of the compared OMol25 structures with the same formula, charge and spin, the calculation gives 11.45 kcal/mol.

Each atom is followed by the atoms it is bonded to, with distances in Å.
Element x y z (Å)
1 O 2.205 -0.442 0.049  C4 1.354, H8 0.962
2 N 0.446 1.179 -0.019  C4 1.364, C5 1.316
3 N -1.273 -0.209 0.088  C5 1.354, C6 1.381, H10 1.007
4 C 0.892 -0.109 0.036  O1 1.354, N2 1.364, C6 1.365
5 C -0.865 1.080 0.009  N2 1.316, N3 1.354, H7 1.083
6 C -0.141 -1.000 0.097  N3 1.381, C4 1.365, H9 1.077
7 H -1.564 1.907 -0.017  C5 1.083
8 H 2.680 0.209 -0.476  O1 0.962
9 H -0.157 -2.076 0.145  C6 1.077
10 H -2.224 -0.538 0.087  N3 1.007

These are the Mulliken partial charges, in e, on atoms 1 to 6: O -0.52; N -0.61; N -0.03; C 0.54; C -0.20; C -0.50